A cluster of 10 separate species, C56H44O22 in total at a distorted geometry, computed with ωB97M-V/def2-TZVPD.

Positions of all 122 atoms, in Å:
1 C -4.05 3.20 1.07
2 C -2.82 3.73 1.52
3 C -2.07 4.76 0.86
4 O -1.05 5.22 1.32
5 C -2.57 4.98 -0.46
6 C -3.70 4.41 -0.97
7 C -4.61 3.65 -0.21
8 O -5.78 3.40 -0.48
9 H -4.50 2.37 1.60
10 H -2.46 3.27 2.43
11 H -1.94 5.47 -1.20
12 H -4.07 4.69 -1.95
13 C 2.21 2.41 1.36
14 C 2.43 3.43 2.23
15 C 3.67 3.81 2.81
16 O 3.93 4.70 3.59
17 C 4.74 2.81 2.44
18 C 4.50 1.67 1.70
19 C 3.17 1.38 1.06
20 O 2.89 0.37 0.43
21 H 1.20 2.28 1.00
22 H 1.50 3.94 2.44
23 H 5.75 2.85 2.82
24 H 5.29 0.95 1.55
25 C -7.41 -0.19 1.24
26 C -6.42 -0.70 1.98
27 C -5.02 -0.88 1.42
28 O -4.07 -1.53 1.81
29 C -4.93 -0.21 0.12
30 C -6.02 0.35 -0.56
31 C -7.37 0.36 -0.07
32 O -8.38 0.78 -0.66
33 H -8.37 -0.17 1.71
34 H -6.50 -1.09 2.98
35 H -4.01 -0.24 -0.44
36 H -5.73 0.74 -1.53
37 C 0.38 5.40 -3.43
38 C 0.47 4.23 -3.99
39 C 0.83 2.92 -3.22
40 O 0.89 1.81 -3.71
41 C 1.13 3.19 -1.85
42 C 1.04 4.42 -1.27
43 C 0.69 5.62 -1.96
44 O 0.72 6.74 -1.41
45 H 0.37 6.27 -4.07
46 H 0.41 4.01 -5.04
47 H 1.65 2.53 -1.18
48 H 1.39 4.52 -0.25
49 C 3.67 1.06 5.25
50 C 3.09 2.20 5.69
51 C 1.74 2.63 5.44
52 O 1.33 3.74 5.65
53 C 1.01 1.65 4.66
54 C 1.62 0.50 4.22
55 C 2.97 0.00 4.51
56 O 3.45 -1.07 4.15
57 H 4.74 1.02 5.34
58 H 3.73 2.98 6.09
59 H 0.04 1.75 4.22
60 H 1.04 -0.07 3.51
61 C 4.07 -2.43 0.97
62 C 5.04 -2.27 0.03
63 C 5.33 -3.27 -0.98
64 O 6.05 -3.07 -1.90
65 C 4.45 -4.48 -0.86
66 C 3.55 -4.63 0.11
67 C 3.25 -3.63 1.13
68 O 2.40 -3.75 1.98
69 H 3.88 -1.56 1.58
70 H 5.55 -1.34 -0.17
71 H 4.61 -5.23 -1.61
72 H 2.87 -5.45 -0.08
73 C 1.16 -3.88 4.77
74 C -0.04 -3.27 4.47
75 C -1.32 -4.01 4.21
76 O -2.46 -3.54 3.95
77 C -1.05 -5.49 4.15
78 C 0.18 -6.03 4.26
79 C 1.37 -5.28 4.76
80 O 2.41 -5.84 5.00
81 H 1.97 -3.22 5.02
82 H -0.11 -2.20 4.66
83 H -1.83 -6.18 3.89
84 H 0.43 -7.08 4.14
85 C -0.72 -1.21 1.38
86 C 0.11 -1.94 0.61
87 C 0.65 -1.50 -0.74
88 O 1.29 -2.37 -1.42
89 C 0.15 -0.15 -1.13
90 C -0.69 0.58 -0.36
91 C -1.14 0.15 0.98
92 O -1.71 0.91 1.79
93 H -1.13 -1.58 2.30
94 H 0.30 -2.97 0.88
95 H 0.60 0.21 -2.05
96 H -1.03 1.56 -0.67
97 C 1.04 -1.98 -4.96
98 C 1.79 -3.34 -5.03
99 C 3.22 -3.18 -4.70
100 O 3.47 -4.38 -3.91
101 C 2.34 -5.02 -3.66
102 O 2.20 -6.05 -3.03
103 O 1.32 -4.34 -4.21
104 H 1.38 -1.35 -5.78
105 H 1.22 -1.50 -4.00
106 H -0.04 -2.09 -5.06
107 H 1.72 -3.70 -6.06
108 H 3.53 -2.31 -4.12
109 H 3.80 -3.08 -5.62
110 C -2.98 -0.59 -5.80
111 C -3.49 0.34 -4.75
112 C -3.63 -0.30 -3.36
113 O -3.22 0.78 -2.57
114 C -2.70 1.82 -3.37
115 O -2.22 2.88 -2.89
116 O -2.68 1.46 -4.60
117 H -2.12 -1.13 -5.40
118 H -2.47 -0.10 -6.63
119 H -3.76 -1.27 -6.14
120 H -4.42 0.69 -5.21
121 H -2.88 -1.09 -3.30
122 H -4.62 -0.73 -3.17

## Properties
charge	0
HOMO-LUMO gap	0.26793	Ha
structure (SMILES)	C[C@H]1COC(=O)O1.C[C@H]1COC(=O)O1.O=C1C=CC(=O)C=C1.O=C1C=CC(=O)C=C1.O=C1C=CC(=O)C=C1.O=C1C=CC(=O)C=C1.O=C1C=CC(=O)C=C1.O=C1C=CC(=O)C=C1.O=C1C=CC(=O)C=C1.O=C1C=CC(=O)C=C1